# 1
Computed, not measured: a molecular structure, N3O6P, with ωB97M-V/def2-TZVPD.

Geometry as ORCA input:
```
! wB97M-V def2-TZVPD RIJCOSX def2/J DEFGRID3
* xyz 0 1
N -1.7822 -0.5814 0.4405
N -1.5346 0.6783 -0.0415
N 2.7494 0.1054 0.1380
O -2.7050 -1.0232 1.0554
O -0.8772 -1.3219 -0.2099
O 3.1641 1.2077 0.1436
O -2.3698 1.5992 0.1109
O 2.6643 -0.9117 0.6861
O 1.0171 0.2888 -0.9475
P -0.3262 -0.0411 -1.3755
*
```

The calculation puts the total energy at -956.724375 a.u. The value obtained for the frontier orbital gap (spin up / spin down) is 9.11 / 4.74 eV. The LUMO energy (spin up / spin down) comes out at -1.751 / -3.290 eV. The value obtained for the energy above the lowest of the compared OMol25 structures with the same formula, charge and spin is 42.0 kJ/mol. The molar mass is 168.99 g/mol.

# 2
Computed, not measured: a molecular structure, C18H21CoP2, with ωB97M-V/def2-TZVPD.

Geometry as ORCA input:
```
! wB97M-V def2-TZVPD RIJCOSX def2/J DEFGRID3
* xyz 0 5
C -0.8422 -0.3206 -0.9918
C -1.1279 0.8937 -1.5851
C -0.2470 1.9792 -1.4782
C 1.1094 1.7186 -1.1815
C 1.6324 0.4135 -1.1864
Co 0.4179 0.2747 0.1010
P 1.1194 -1.8224 0.0426
H -1.6292 -1.0470 -0.7917
H -2.1083 1.0733 -2.0464
H -0.6077 3.0004 -1.6290
H 2.7213 0.2555 -1.1477
H 1.8124 2.5524 -1.0769
H 2.4611 -2.0246 0.4487
H 1.2079 -2.6124 -1.1175
H 0.4997 -2.7824 0.8891
C 1.8227 -0.3472 3.0386
P 0.4179 0.4668 2.2245
C -1.0586 -0.3744 2.9342
C -0.9360 -1.3919 3.8947
C -2.0760 -2.0392 4.3763
C -3.3403 -1.7025 3.8765
C -3.4619 -0.7253 2.8811
C -2.3250 -0.0631 2.4112
C 0.4504 2.1082 3.0291
C 1.2284 3.1369 2.4731
C 1.3842 4.3443 3.1475
C 0.7304 4.5584 4.3663
C -0.0404 3.5326 4.9313
C -0.1688 2.3059 4.2714
H 1.7841 -1.4257 2.8573
H 1.7875 -0.1373 4.1150
H 2.7374 0.0596 2.5922
H 0.0467 -1.6858 4.2651
H -1.9659 -2.8155 5.1385
H -4.2235 -2.2126 4.2574
H -4.4404 -0.4821 2.4663
H -2.4236 0.6837 1.6223
H 1.7372 2.9840 1.5231
H 2.0263 5.1155 2.7182
H 0.8181 5.5206 4.8746
H -0.5360 3.6748 5.8961
H -0.7343 1.4940 4.7374
*
```

The calculation puts the total energy at -2763.695971 a.u. The value obtained for the frontier orbital gap (spin up / spin down) is 6.51 / 8.19 eV. The LUMO energy (spin up / spin down) comes out at 0.724 / 0.294 eV. The expectation value of S² is 6.08. The molar mass is 358.25 g/mol.

# 3
Computed, not measured: a molecular structure, C3H7N3O, with ωB97M-V/def2-TZVPD.

Geometry as ORCA input:
```
! wB97M-V def2-TZVPD RIJCOSX def2/J DEFGRID3
* xyz 0 1
C 2.6978 0.6066 0.5047
C 1.7792 -0.0954 -0.1820
C -2.7692 -0.3192 -0.0172
N -0.7660 -0.2591 -0.8529
N 0.8837 0.5645 -0.9972
N -1.5446 0.3513 -0.1164
O -1.3615 1.3463 0.5745
H 3.5433 0.0821 1.0143
H 2.6422 1.6725 0.5806
H 1.8473 -1.1197 -0.4730
H -2.5218 -1.2149 -0.4118
H -3.3344 -0.4290 0.9938
H -3.5338 0.1690 -0.6019
H 0.6838 1.4933 -0.6452
*
```

The calculation puts the total energy at -357.799927 a.u. The value obtained for the frontier orbital gap is 9.32 eV. The LUMO energy comes out at 0.489 eV. The value obtained for the energy above the lowest of the compared OMol25 structures with the same formula, charge and spin is 656.2 kJ/mol. The molar mass is 101.11 g/mol.

# 4
Computed, not measured: a molecular structure, C23H31NO2P2Sn, with ωB97M-V/def2-TZVPD.

Geometry as ORCA input:
```
! wB97M-V def2-TZVPD RIJCOSX def2/J DEFGRID3
* xyz 2 1
C -1.4654 3.3823 -3.6002
C -1.2840 2.0253 -3.3843
C -0.0136 1.4351 -3.7230
C 1.0588 2.2681 -4.2294
C 0.8118 3.6617 -4.4385
C -0.4245 4.1971 -4.1386
C 2.2987 1.6491 -4.4708
C 2.4780 0.2804 -4.1991
C 1.3289 -0.4572 -3.7139
C 1.4550 -1.8549 -3.3864
C 2.6871 -2.4677 -3.5525
C 3.8160 -1.7481 -4.0471
C 3.7213 -0.4078 -4.3636
H -2.4246 3.8460 -3.3436
H 1.6188 4.2929 -4.8261
H -0.6130 5.2641 -4.2970
H 3.1368 2.2419 -4.8555
H 2.8012 -3.5274 -3.2974
H 4.7697 -2.2727 -4.1664
H 4.5925 0.1468 -4.7290
N 0.1309 0.1162 -3.5196
Sn 0.0000 0.0000 0.0000
C -2.3139 1.1502 -2.7311
H -2.2845 0.1380 -3.1656
H -3.3263 1.5775 -2.8397
C 0.2547 -2.5427 -2.8127
H -0.6584 -2.1868 -3.3170
H 0.3320 -3.6397 -2.9126
P -2.0037 0.9378 -0.8814
P 0.0020 -2.1624 -0.9747
C 1.3101 -3.2733 -0.2661
H 1.2054 -3.2945 0.8314
H 1.2459 -4.3022 -0.6642
H 2.2983 -2.8459 -0.5038
C -1.5118 -3.2155 -0.7011
H -1.3568 -4.2569 -1.0359
H -1.7674 -3.2155 0.3722
H -2.3590 -2.7817 -1.2588
C -2.3228 2.6634 -0.2982
H -3.2691 3.0686 -0.7005
H -2.3531 2.6563 0.8032
H -1.4779 3.2975 -0.6110
C -3.5982 0.1083 -0.3998
H -3.6221 -0.0200 0.6958
H -4.4761 0.7011 -0.7129
H -3.6483 -0.8890 -0.8665
C 1.6807 -0.1864 0.7864
O 2.7574 -0.2134 1.2425
H 0.7823 0.6557 -1.1732
C 0.1431 0.0915 3.2885
C -1.1948 -0.4407 2.7656
C -2.3253 0.5099 3.1546
O -1.2735 -0.7772 1.3806
H 0.4096 1.0562 2.8087
H 0.9346 -0.6709 3.1499
H 0.0751 0.2687 4.3835
H -1.3712 -1.3862 3.3229
H -2.2069 1.4836 2.6484
H -3.3079 0.0649 2.8975
H -2.3222 0.6832 4.2520
*
```

The calculation puts the total energy at -1996.583024 a.u. The value obtained for the frontier orbital gap is 4.87 eV. The LUMO energy comes out at -8.531 eV. The molar mass is 534.17 g/mol.

# 5
Computed, not measured: a molecular structure, C11H26MnN5O2S2, with ωB97M-V/def2-TZVPD.

Geometry as ORCA input:
```
! wB97M-V def2-TZVPD RIJCOSX def2/J DEFGRID3
* xyz 1 2
Mn 0.1986 0.0676 -0.3326
C 2.7462 1.3528 -0.8811
C 1.8405 2.5296 -0.5483
N 0.4155 2.1468 -0.6305
C -0.4279 2.8959 0.3319
C -0.1696 2.4772 1.7753
S 0.1959 0.6962 1.9383
C 2.0076 0.7273 2.2102
C 2.7643 -0.0953 1.1772
N 2.2948 0.1130 -0.2114
H 3.7828 1.5927 -0.6255
H 2.7153 1.1664 -1.9561
H 2.0706 3.3661 -1.2120
H 2.0386 2.8800 0.4625
H 0.0438 2.3653 -1.5517
H -1.4561 2.6931 0.0532
H -0.2553 3.9733 0.2381
H -1.0558 2.6829 2.3726
H 0.6532 3.0200 2.2393
H 2.2126 0.3234 3.2003
H 2.3289 1.7663 2.2184
H 2.6172 -1.1535 1.3880
H 3.8342 0.1215 1.2635
H 2.6619 -0.6682 -0.7454
N 0.2907 -0.5146 -2.4151
C -0.7643 -0.1066 -3.3801
C -2.1342 -0.2361 -2.7292
C -2.1778 0.7526 -1.5722
O -2.4414 1.9211 -1.7978
O -1.8128 0.2864 -0.4074
H 1.1962 -0.3570 -2.8487
H 0.2193 -1.5242 -2.2979
H -0.7033 -0.7091 -4.2882
H -0.5994 0.9357 -3.6578
H -2.2957 -1.2584 -2.3822
H -2.8999 0.0299 -3.4556
C -2.3054 -4.3589 2.5352
N -1.1544 -3.8388 1.8197
C -1.1537 -2.7029 1.1236
N -2.2241 -1.9298 1.1381
S 0.2491 -2.2941 0.2109
H -2.0464 -5.3281 2.9495
H -3.1566 -4.4884 1.8639
H -2.5887 -3.7029 3.3608
H -0.3087 -4.3815 1.7791
H -3.0156 -2.1536 1.7173
H -2.2306 -1.0809 0.5599
*
```

The calculation puts the total energy at -2806.275358 a.u. The value obtained for the frontier orbital gap (spin up / spin down) is 8.89 / 8.36 eV. The LUMO energy (spin up / spin down) comes out at -2.321 / -2.340 eV. The expectation value of S² is 0.78. The value obtained for the energy above the lowest of the compared OMol25 structures with the same formula, charge and spin is 0.0 kJ/mol. The molar mass is 379.43 g/mol.

# 6
Computed, not measured: a single C5H7NO molecule, with ωB97M-V/def2-TZVPD.

Geometry as ORCA input:
```
! wB97M-V def2-TZVPD RIJCOSX def2/J DEFGRID3
* xyz 0 1
N 1.8339 -1.8724 0.3090
C 1.0119 -0.9118 0.2499
O 1.3619 0.3266 -0.2453
C 0.3491 1.3196 -0.1468
C -0.9193 0.6426 0.3325
C -1.2544 -0.6129 -0.4745
C -0.4196 -1.1484 0.6311
H 2.7300 -1.5949 -0.0924
H 0.2256 1.7763 -1.1338
H 0.6742 2.0895 0.5613
H -1.7749 1.2717 0.5752
H -0.8392 -0.5790 -1.4848
H -2.3052 -0.8991 -0.4600
H -0.6740 0.1922 1.3786
*
```

The calculation puts the total energy at -324.566097 a.u. The value obtained for the frontier orbital gap is 9.54 eV. The LUMO energy comes out at 0.694 eV. The value obtained for the energy above the lowest of the compared OMol25 structures with the same formula, charge and spin is 415.8 kJ/mol. The molar mass is 97.12 g/mol.

# 7
Computed, not measured: a molecular structure, C19H8Cl5NO10S2Sn, with ωB97M-V/def2-TZVPD.

Geometry as ORCA input:
```
! wB97M-V def2-TZVPD RIJCOSX def2/J DEFGRID3
* xyz -2 1
Sn 0.0763 -0.8029 -0.4015
O 3.1849 -4.7362 1.3663
C 2.9108 -3.5799 0.7004
O 2.6327 -3.5805 -0.4645
C 3.0196 -2.3766 1.5813
C 3.5276 -2.4672 2.8660
C 3.5972 -1.3056 3.6240
C 3.1502 -0.1234 3.0755
C 2.6236 -0.1433 1.7859
N 2.5743 -1.2409 1.0496
C 2.0239 1.1271 1.2029
O 2.4569 2.1994 1.6040
O 1.0801 0.9592 0.3579
H 3.0461 -5.4344 0.7115
H 3.8406 -3.4220 3.2608
H 3.9725 -1.3372 4.6391
H 3.1553 0.8121 3.6151
Cl 2.4725 1.0232 -3.3400
C 0.9694 1.6381 -3.9279
C -0.2231 1.1735 -3.2859
C -1.4625 1.6210 -3.8227
Cl -2.2415 2.1747 -0.5699
C -1.4516 2.6077 -4.8160
Cl -2.9010 3.4578 -5.2994
C -0.2757 3.0589 -5.4130
Cl -0.2930 4.2683 -6.6594
C 0.9413 2.5377 -4.9699
Cl 2.4194 3.0555 -5.7153
O -0.1024 0.3883 -2.2931
S -3.0497 0.8973 -3.0977
O -4.0756 0.9695 -4.1418
O -2.6903 -0.4694 -2.7019
C -1.6522 0.0401 1.0465
C -2.6212 0.9690 0.7860
C -3.8007 1.2458 1.4530
C -4.0210 0.4838 2.5907
C -3.0639 -0.4398 2.9941
C -1.9206 -0.6468 2.2395
S -0.7059 -1.8183 2.8471
O 0.1002 -1.0562 3.7889
O -1.4601 -2.9075 3.4450
O 0.0315 -2.1927 1.6305
H -3.1786 1.7554 -1.5327
H -4.4847 2.0172 1.1303
H -4.9240 0.6309 3.1706
H -3.2076 -1.0308 3.8899
*
```

The calculation puts the total energy at -4847.730520 a.u. The value obtained for the frontier orbital gap is 6.76 eV. The LUMO energy comes out at 4.176 eV. The value obtained for the energy above the lowest of the compared OMol25 structures with the same formula, charge and spin is 303.5 kJ/mol. The molar mass is 770.38 g/mol.

Q: What is the formula in the seventh record?
A: C19H8Cl5NO10S2Sn